Record 1
{"formula": "C4H11NS", "method": "ωB97M-V/def2-TZVPD", "symbols": ["C", "C", "S", "C", "N", "C", "H", "H", "H", "H", "H", "H", "H", "H", "H", "H", "H"], "coordinates": [[-0.78946, -0.67357, -1.90400], [-1.36828, -1.17699, -0.80224], [-0.46879, 1.03232, 2.11243], [0.43300, 0.14385, -1.79953], [1.56912, -0.64232, -1.15435], [1.66950, -0.29564, 0.27091], [-3.09838, 1.05701, 0.47764], [-2.78468, 1.41466, -0.06204], [-1.46782, -0.50055, 0.03251], [-1.93774, -2.09993, -0.69793], [-1.34758, 0.64015, 3.02592], [0.13210, 0.97878, -1.12808], [0.86024, 0.60317, -2.75810], [1.17198, -1.60126, -1.15794], [0.70806, -0.45070, 0.84946], [2.52869, -0.81342, 0.73232], [2.08340, 0.76526, 0.37701]], "forces_ev_per_angstrom": [[0.11, 0.33, 4.20], [-0.24, -0.68, -3.67], [-0.08, -0.06, -0.51], [1.76, -0.30, -1.77], [-1.58, -0.40, -0.14], [1.08, 1.01, 0.54], [-0.45, -0.36, 0.58], [0.23, 0.46, -0.68], [-0.01, 1.40, 1.31], [0.34, 0.00, 0.00], [-0.42, -0.12, 0.16], [-0.24, -0.11, -0.05], [-0.94, -0.51, 1.24], [0.88, 0.52, -0.15], [1.44, 0.30, -0.57], [-0.61, -0.51, -0.26], [-1.27, -0.97, -0.23]], "orbital_gap_ev": 4.304, "fmax_ev_per_a": 4.22, "e_tot_ha": -611.64530, "de_lowest_kj_mol": 779.3, "mol_weight_g_mol": 105.2}

---

Record 2
{"formula": "C4H11NS2", "method": "ωB97M-V/def2-TZVPD", "symbols": ["C", "N", "C", "C", "C", "S", "S", "H", "H", "H", "H", "H", "H", "H", "H", "H", "H", "H"], "coordinates": [[-0.00382, -2.56699, -0.43287], [-1.27076, -1.97592, -0.01885], [-1.58903, -0.57725, -0.36211], [-1.52773, 0.34233, 0.92991], [-0.03764, 0.46467, 1.41641], [1.37651, 0.27782, 0.26533], [0.98791, 1.98538, -0.87594], [0.68885, -2.65027, 0.42057], [0.39629, -2.06622, -1.31589], [-0.27071, -3.56015, -0.94311], [-2.12471, -2.44360, -0.27058], [-2.58863, -0.47293, -0.84570], [-0.92261, -0.08290, -1.08239], [-1.93060, 1.34537, 0.82165], [-2.09187, -0.33994, 1.55807], [0.35107, 1.30567, 1.96391], [0.04860, -0.38019, 2.13815], [0.56572, 2.66262, 0.22383]], "forces_ev_per_angstrom": [[-1.49, -1.56, -1.56], [-0.90, 1.56, -0.06], [0.36, 1.77, 0.12], [1.27, -0.82, -1.34], [-0.15, -2.14, 0.65], [-0.40, 0.15, -0.20], [-0.15, -0.01, 0.56], [-0.08, -0.14, -0.69], [0.48, 0.51, 0.46], [0.65, 0.79, 1.40], [0.54, -0.96, -0.07], [0.45, -0.34, 0.63], [0.17, -0.70, -0.12], [-0.49, -0.19, -0.21], [-0.05, 0.79, 1.02], [-0.99, 0.78, 0.40], [0.52, 0.36, -0.52], [0.27, 0.15, -0.48]], "orbital_gap_ev": 8.910, "fmax_ev_per_a": 2.67, "e_tot_ha": -1010.07519, "de_lowest_kj_mol": 165.9, "mol_weight_g_mol": 137.3, "smiles": "CNCCCSS"}

---

Record 3
{"formula": "C4H11NS2", "method": "ωB97M-V/def2-TZVPD", "symbols": ["C", "C", "S", "S", "C", "C", "N", "H", "H", "H", "H", "H", "H", "H", "H", "H", "H", "H"], "coordinates": [[-2.57761, 1.46278, 1.57194], [-1.08524, 1.76847, 1.53538], [-0.02293, 0.25099, 1.04893], [-0.99972, -0.84955, -0.52894], [0.41445, -1.76191, -1.15466], [1.87482, -1.49089, -1.04738], [2.35707, -0.35685, -1.75673], [-2.99772, 1.48590, 0.44080], [-3.02094, 2.26290, 2.28970], [-2.73112, 0.52375, 2.06987], [-0.56210, 2.18349, 2.48323], [-0.97853, 2.65261, 0.79218], [0.14529, -1.82510, -2.21509], [0.32635, -2.80417, -0.69731], [2.27321, -2.37708, -1.58982], [2.16878, -1.36614, 0.00242], [2.03609, 0.56071, -1.41244], [3.37985, -0.31992, -1.83208]], "forces_ev_per_angstrom": [[-0.47, 1.72, -0.38], [1.28, 1.36, -1.37], [-0.59, 0.65, 0.28], [0.19, 1.61, 1.06], [-1.00, -2.35, -0.08], [0.63, 0.39, 0.35], [0.51, 1.99, -1.30], [0.70, -0.07, 2.97], [0.18, -1.16, -1.69], [-0.38, -0.60, -0.10], [-1.09, -1.23, -1.25], [0.29, -1.62, 0.91], [0.17, -0.22, 0.05], [-0.12, 1.20, -0.68], [0.29, 0.38, 0.97], [0.01, -1.01, 0.10], [0.13, -0.91, -0.02], [-0.73, -0.15, 0.17]], "orbital_gap_ev": 8.486, "fmax_ev_per_a": 3.06, "e_tot_ha": -1010.07551, "de_lowest_kj_mol": 165.1, "mol_weight_g_mol": 137.3, "smiles": "CCSSCCN"}

---

Record 4
{"formula": "C4H11NS2", "method": "ωB97M-V/def2-TZVPD", "symbols": ["C", "N", "C", "C", "C", "S", "S", "H", "H", "H", "H", "H", "H", "H", "H", "H", "H", "H"], "coordinates": [[1.46199, -0.62180, 1.34050], [0.03011, -0.31997, 1.25094], [-0.46303, 0.64786, 0.30257], [0.31301, 1.93555, 0.29079], [-0.61699, 0.07892, -1.10935], [-2.09783, -1.03583, -1.17243], [-1.14599, -2.74233, -1.99620], [1.82620, -0.26857, 2.31657], [1.84575, -1.61275, 1.13107], [1.97109, 0.17662, 0.77989], [-0.48142, -1.07533, 1.63528], [-1.48054, 0.86572, 0.64333], [0.97726, 2.16446, 1.12771], [1.04193, 2.01644, -0.51607], [-0.41677, 2.73752, 0.15787], [0.13806, -0.62452, -1.44552], [-0.73777, 0.77558, -1.94401], [-2.16507, -3.09758, -2.79295]], "forces_ev_per_angstrom": [[0.08, 2.76, 0.49], [1.96, -0.36, 0.45], [-0.58, -1.32, 0.31], [0.74, 1.11, -0.38], [-0.86, -0.82, -1.09], [0.41, -0.38, -0.05], [-0.47, 0.29, 0.35], [-0.09, -0.84, 0.38], [-0.27, -0.18, -0.35], [0.13, -0.81, -0.69], [-1.28, -0.12, -0.29], [0.07, 0.14, -0.01], [-0.73, -0.29, 0.55], [-0.27, -0.22, -0.51], [0.35, 0.20, 0.04], [0.71, 0.34, 0.44], [0.01, 0.38, 0.44], [0.09, 0.12, -0.10]], "orbital_gap_ev": 8.775, "fmax_ev_per_a": 2.80, "e_tot_ha": -1010.08712, "de_lowest_kj_mol": 134.6, "mol_weight_g_mol": 137.3, "smiles": "CN[C@@H](C)CSS"}

---

Record 5
{"formula": "C4H11NS2", "method": "ωB97M-V/def2-TZVPD", "symbols": ["C", "C", "N", "C", "C", "S", "S", "H", "H", "H", "H", "H", "H", "H", "H", "H", "H", "H"], "coordinates": [[1.64564, -3.56753, -0.00104], [1.44584, -2.33772, 0.84763], [1.13084, -1.18255, 0.03480], [1.02152, -0.00116, 0.86883], [0.65942, 1.26784, 0.06095], [-0.70746, 1.02687, -1.05322], [-2.19067, 2.02653, 0.05008], [2.37997, -3.42670, -0.80828], [1.85976, -4.50208, 0.53615], [0.76295, -3.79467, -0.62954], [0.63472, -2.53584, 1.56503], [2.38212, -2.14137, 1.37986], [0.42995, -1.12861, -0.68737], [1.97242, 0.18023, 1.35906], [0.17941, -0.06255, 1.60489], [1.55695, 1.49337, -0.57405], [0.47056, 2.14124, 0.69160], [-3.04203, 1.03060, 0.01051]], "forces_ev_per_angstrom": [[-0.43, -0.86, -1.59], [-0.61, -0.61, -0.74], [1.16, 1.64, 0.60], [-1.49, 0.84, -0.19], [2.15, -0.51, -0.30], [-0.81, 0.71, -0.19], [0.64, 0.21, -0.46], [0.34, 0.13, 0.63], [0.11, 0.49, 0.09], [-0.12, 0.17, 0.60], [0.23, 0.01, 0.25], [-0.24, 0.19, 0.13], [-0.32, -1.17, 0.22], [0.05, 0.00, 0.38], [0.69, -0.38, 0.08], [-0.83, 0.03, 0.31], [0.07, -0.29, -0.03], [-0.58, -0.61, 0.20]], "orbital_gap_ev": 8.839, "fmax_ev_per_a": 2.23, "e_tot_ha": -1010.10730, "de_lowest_kj_mol": 81.6, "mol_weight_g_mol": 137.3, "smiles": "CCNCCSS"}

---

Record 6
{"formula": "C4H11NS2", "method": "ωB97M-V/def2-TZVPD", "symbols": ["C", "C", "N", "C", "C", "S", "S", "H", "H", "H", "H", "H", "H", "H", "H", "H", "H", "H"], "coordinates": [[2.70651, 0.90055, -2.49094], [2.46043, -0.01213, -1.29924], [1.73156, 0.73419, -0.24737], [0.38368, 1.07975, -0.28559], [-0.83953, 0.22593, -0.53280], [-0.99306, -1.24015, 0.54063], [-2.24222, -0.23304, 1.90474], [2.87937, 0.27319, -3.39398], [1.82299, 1.53066, -2.74909], [3.72808, 1.47846, -2.23786], [1.79230, -0.88462, -1.35121], [3.48209, -0.19173, -0.90183], [1.77678, 0.05007, 0.61135], [0.23986, 1.77770, -1.14723], [0.19219, 1.69297, 0.65928], [-0.72560, -0.27397, -1.44372], [-1.69246, 0.92348, -0.64132], [-2.11854, -1.10917, 2.85267]], "forces_ev_per_angstrom": [[1.36, 0.04, -0.64], [-1.03, 0.98, 0.91], [2.27, -2.80, 3.90], [-1.96, 3.55, -0.46], [0.66, -0.70, 0.68], [-0.79, 0.77, 0.41], [0.02, 0.51, -0.82], [0.17, 0.48, 0.47], [0.93, -0.08, 0.41], [-2.69, -0.80, -0.87], [1.05, -0.51, -1.39], [-0.99, -0.66, 0.05], [0.29, 1.83, -1.73], [0.30, 0.24, 0.60], [0.15, -0.68, -1.16], [0.07, -0.54, -1.88], [0.07, -0.81, 0.51], [0.13, -0.80, 1.01]], "orbital_gap_ev": 8.536, "fmax_ev_per_a": 5.31, "e_tot_ha": -1010.06128, "de_lowest_kj_mol": 202.4, "mol_weight_g_mol": 137.3, "smiles": "CCNCCSS"}

---

Record 7
{"formula": "C4H11NS2", "method": "ωB97M-V/def2-TZVPD", "symbols": ["C", "N", "C", "C", "H", "H", "H", "H", "H", "H", "H", "C", "S", "S", "H", "H", "H", "H"], "coordinates": [[-0.72827, -0.61899, -1.85908], [-0.27305, 0.52786, -2.18333], [-1.01956, 1.71735, -1.76207], [-1.96690, 2.35901, -2.84485], [-1.56252, -0.75234, -1.11052], [-0.27429, -1.52576, -2.29791], [-1.63724, 1.36399, -0.87615], [-0.28899, 2.49334, -1.48993], [-2.36546, 3.28279, -2.40013], [-1.39762, 2.63968, -3.80449], [-2.71040, 1.63406, -3.12043], [1.77509, -0.17933, 0.32272], [1.61207, -0.80574, 1.96868], [-0.43951, -1.20797, 2.04042], [1.63364, -0.84694, -0.48063], [2.86419, 0.12479, 0.29388], [1.12658, 0.75137, 0.25257], [-0.59964, -0.30897, 3.03107]], "forces_ev_per_angstrom": [[-0.04, 0.84, 0.23], [-0.80, -0.72, -0.97], [-0.56, -0.42, 0.61], [2.15, -0.04, -0.40], [0.53, 0.10, -0.77], [-0.11, 0.47, 0.42], [0.42, 1.00, -0.64], [-0.24, -0.34, 0.27], [-0.18, -0.44, -0.28], [-0.67, -0.43, 1.51], [-0.63, -0.05, -0.07], [0.97, 2.89, 0.69], [-0.37, -0.94, 0.27], [0.56, 0.32, 0.46], [-0.47, -0.88, -0.66], [-1.09, -0.08, -0.09], [0.91, -1.19, -0.33], [-0.39, -0.11, -0.23]], "orbital_gap_ev": 9.216, "fmax_ev_per_a": 3.13, "e_tot_ha": -1010.07810, "de_lowest_kj_mol": 158.3, "mol_weight_g_mol": 137.3, "smiles": "C=NCC.CSS"}